{
  "formula": "C18H40BN3O15S3",
  "method": "wB97M-V/def2-TZVPD",
  "symbols": ["N", "H", "H", "H", "H", "B", "H", "H", "H", "H", "C", "C", "O", "S", "O", "O", "O", "H", "H", "H", "H", "C", "C", "O", "S", "O", "O", "O", "H", "H", "H", "H", "C", "C", "O", "S", "O", "O", "O", "H", "H", "H", "H", "C", "C", "C", "C", "N", "H", "H", "H", "H", "H", "H", "H", "C", "C", "C", "C", "N", "H", "H", "H", "H", "H", "H", "H", "C", "C", "C", "O", "C", "O", "O", "H", "H", "H", "H", "H", "H"],
  "coordinates": [[-1.0703, 0.7864, 0.3128], [-0.9283, 1.5199, -0.3721], [-0.2929, 0.8087, 1.0157], [-0.9247, -0.0557, -0.2734], [-2.0121, 0.8179, 0.7505], [-3.8034, 0.5015, 1.0761], [4.7303, 3.0484, -6.0145], [-2.7651, 3.4926, -4.8820], [5.0951, 1.6250, -0.9817], [3.1371, 6.9939, 1.4973], [-1.3209, 2.3952, 5.4213], [-1.2726, 3.1396, 4.0124], [-0.0212, 2.6107, 3.4924], [0.1046, 1.0745, 3.8456], [1.4160, 0.7063, 4.1831], [-0.6385, 0.2063, 2.9863], [-0.7265, 1.1166, 5.1914], [-2.3261, 2.2857, 5.8188], [-0.7422, 2.9036, 6.1711], [-1.0772, 4.1871, 4.1057], [-2.0339, 2.8588, 3.2580], [-3.0435, -2.2376, 3.4483], [-4.4399, -2.7126, 3.7489], [-4.3565, -4.1414, 3.2278], [-2.9683, -4.7071, 3.4337], [-2.5569, -5.3392, 2.2210], [-2.7826, -5.4722, 4.6160], [-2.1126, -3.3953, 3.6153], [-2.7845, -1.4172, 4.0947], [-2.9855, -1.8726, 2.3944], [-5.2140, -2.1777, 3.1766], [-4.5343, -2.6840, 4.8167], [0.4397, -1.4330, -5.7710], [-0.7070, -0.3725, -6.2075], [-0.1191, 0.8941, -5.9759], [0.8164, 0.7673, -4.7299], [0.0356, 0.6431, -3.5110], [1.8036, 1.8261, -4.7548], [1.4200, -0.6253, -5.0861], [0.8230, -1.7978, -6.6845], [0.1739, -2.2797, -5.1741], [-1.6411, -0.5216, -5.7128], [-0.7459, -0.5802, -7.2811], [-2.0962, -4.0226, -3.6201], [-2.8579, -3.6213, -2.3737], [-2.2019, -3.5967, -0.9276], [-1.1579, -2.5547, -0.8251], [-0.3205, -1.8018, -0.6308], [-1.4148, -3.2046, -3.8935], [-2.6405, -3.9453, -4.5262], [-1.6312, -4.9749, -3.5237], [-3.8341, -4.1676, -2.3117], [-3.1912, -2.5691, -2.5962], [-1.6600, -4.5383, -0.6516], [-2.9298, -3.3501, -0.1568], [2.8553, 4.4275, -0.5809], [2.5023, 3.5891, -1.8969], [1.1302, 4.0311, -2.3356], [0.2332, 3.8633, -1.1791], [-0.5456, 3.6616, -0.3264], [2.2350, 4.2530, 0.2749], [2.7446, 5.4542, -0.7538], [3.8746, 4.2193, -0.1879], [2.4618, 2.5291, -1.6754], [3.2827, 3.8273, -2.6561], [0.7565, 3.3686, -3.2014], [1.0853, 5.0945, -2.6690], [3.8605, -2.4467, 1.7461], [3.3667, -1.0560, 2.2137], [4.3460, 0.0703, 2.2440], [3.5995, 1.2310, 1.8709], [2.4466, 0.8537, 1.3921], [1.4743, 1.5827, 1.1576], [2.3498, -0.5075, 1.2237], [4.8262, -2.5819, 2.2705], [4.0290, -2.4330, 0.6837], [3.2759, -3.2659, 2.0841], [2.8366, -1.1139, 3.1270], [5.0880, 0.0828, 1.4623], [4.7736, 0.2263, 3.2287]],
  "forces_ev_per_angstrom": [[1.6, -0.8, -0.8], [-0.1, 1.1, 0.3], [-0.4, 0.2, -0.7], [-0.1, -0.2, 0.7], [0.1, 0.4, -0.2], [-0.8, -0.2, 0.2], [0.0, -0.1, 0.2], [0.0, -0.1, 0.1], [0.0, 0.0, -0.1], [0.0, -0.1, 0.0], [-0.7, 0.7, -1.2], [0.7, -1.7, 0.7], [0.3, -0.7, -0.2], [-0.9, -0.3, 0.6], [1.3, 0.2, -0.2], [-0.2, 0.4, -0.5], [-0.6, 0.3, 0.4], [-0.1, -0.3, -0.2], [0.4, 0.4, 0.1], [-0.4, 0.6, 0.0], [0.0, 0.4, 0.8], [0.9, 0.1, -1.6], [0.9, -1.3, -1.0], [-2.6, 2.6, 0.7], [3.6, -3.1, -0.4], [-0.4, 0.3, -0.3], [-0.8, 0.3, 0.4], [-1.8, 2.5, 0.1], [0.6, 0.1, 0.3], [0.2, -0.4, 0.7], [0.3, -0.5, 0.4], [-0.8, -0.5, 0.5], [-1.0, 1.8, 0.2], [1.7, -2.2, -0.6], [-0.5, 0.1, -0.5], [0.8, 2.7, 3.0], [0.5, -0.2, -1.5], [-1.3, -1.9, -0.5], [0.5, -0.9, -0.5], [1.1, -0.3, -0.8], [-0.5, -0.1, 0.6], [-0.6, 0.2, 0.4], [-0.6, 0.8, 0.2], [1.0, 1.4, 0.7], [-2.0, 1.3, 0.4], [1.1, -0.3, -1.4], [-0.7, -1.0, 0.1], [0.4, 0.5, -0.2], [0.8, -0.5, 0.7], [-1.5, -0.6, -0.6], [0.6, -0.7, -0.2], [0.9, 0.1, 0.2], [0.2, -0.8, 0.5], [-0.8, 0.6, -0.2], [-0.2, -0.3, -0.1], [1.3, -2.2, -0.5], [1.3, 1.6, 1.5], [-1.0, -0.4, -1.3], [-2.4, -0.6, 1.1], [1.8, 0.5, -1.8], [-0.7, -0.6, 0.3], [0.2, 1.7, -0.6], [-0.5, 0.2, -0.6], [0.3, -0.2, -0.1], [-0.7, -0.5, 0.4], [0.3, 1.1, 1.4], [0.1, -0.7, 0.3], [1.3, 1.9, 1.1], [-1.0, -1.0, -2.4], [0.8, 0.5, -0.5], [-0.6, 0.6, 0.7], [-3.2, -0.3, -0.8], [2.2, -1.1, 0.3], [1.3, 0.8, 1.5], [-0.2, 0.0, -0.4], [0.0, -0.1, -0.4], [-1.0, -0.5, 0.0], [-0.5, -0.1, 1.0], [0.7, -0.9, 0.0], [0.1, 0.1, 0.0]],
  "multiplicity": 1,
  "orbital_gap_ha": 0.0572
}

=====

{
  "formula": "C5H14",
  "method": "wB97M-V/def2-TZVPD",
  "symbols": ["C", "C", "C", "H", "H", "H", "H", "H", "H", "H", "H", "C", "C", "H", "H", "H", "H", "H", "H"],
  "coordinates": [[1.1910, 1.4867, -0.2696], [1.5938, 2.2004, -1.4525], [-0.3066, 1.4875, 0.2678], [1.4954, 0.4468, -0.3476], [1.8292, 1.8712, 0.5582], [1.9537, 3.2952, -1.2822], [-0.4835, 0.8759, 1.2043], [-0.6303, 2.4826, 0.4083], [0.6133, 2.1941, -2.0104], [2.3960, 1.6119, -2.1009], [-0.8597, 1.0988, -0.4761], [-0.8406, -1.6599, 0.5900], [-1.2484, -3.2347, 0.8423], [-1.8278, -1.0634, 0.5605], [-0.3966, -1.2611, 1.3641], [-0.4384, -1.2557, -0.3345], [-1.8410, -3.5302, -0.0158], [-0.2634, -3.8139, 0.9957], [-1.9361, -3.2323, 1.4985]],
  "forces_ev_per_angstrom": [[0.2, -1.3, 4.8], [0.1, 1.5, -3.7], [3.3, 0.2, 1.7], [-0.2, -0.3, 0.0], [-0.3, -0.4, -0.1], [-0.7, -1.8, -0.4], [0.5, 0.8, -1.0], [-0.4, 1.2, 0.4], [1.2, 0.6, -0.6], [-1.5, 1.3, 1.3], [-2.3, -1.6, -2.5], [-5.3, -2.2, -3.2], [6.6, 2.4, -5.8], [0.9, -1.0, 0.2], [2.8, 1.8, 4.0], [0.7, -1.0, -0.3], [0.5, -0.5, -0.7], [-2.0, 0.5, -0.1], [-4.2, -0.2, 5.8]],
  "total_charge": -1,
  "de_lowest_kcal_mol": 53.6,
  "multiplicity": 2,
  "orbital_gap_ha": [0.0979, 0.4256]
}

=====

{
  "formula": "C5H10O2Sm",
  "method": "wB97M-V/def2-TZVPD",
  "symbols": ["C", "O", "C", "C", "O", "C", "C", "H", "H", "H", "H", "H", "H", "H", "H", "H", "H", "Sm"],
  "coordinates": [[-0.9206, 0.9426, 2.0752], [-0.1131, 1.9466, 1.4016], [1.0243, 1.4588, 0.7606], [0.7877, 0.9455, -0.6464], [0.1354, -0.3444, -0.6487], [0.0601, -0.9432, -1.8869], [0.0580, -2.2623, -2.0316], [-0.4813, 0.7857, 3.0830], [-1.8900, 1.4405, 2.2532], [1.5281, 0.6781, 1.3605], [1.7311, 2.2971, 0.6605], [1.7552, 0.8309, -1.1547], [0.1615, 1.6528, -1.2105], [-0.0244, -0.2397, -2.7189], [-0.1471, -2.9324, -1.1964], [0.2726, -2.6867, -3.0109], [-2.5500, -2.5345, 1.8175], [-1.3875, -1.0355, 1.0927]],
  "forces_ev_per_angstrom": [[0.5, 2.0, 1.3], [0.2, 0.5, -0.2], [-0.1, 0.0, 0.2], [0.2, 0.3, -0.4], [0.0, 0.1, -0.5], [0.3, 0.1, -0.2], [-0.1, 0.1, -0.1], [-0.1, 0.2, 0.1], [0.1, 0.1, 0.1], [-0.1, 0.1, -0.1], [-0.1, -0.2, 0.0], [-0.2, 0.0, 0.1], [0.1, -0.1, 0.2], [0.5, -0.2, 0.1], [0.6, 0.1, -0.1], [-0.7, 0.1, 0.2], [-0.8, -1.0, 0.6], [-0.4, -1.9, -1.3]],
  "de_lowest_kcal_mol": 37.7,
  "multiplicity": 7,
  "orbital_gap_ha": [0.2204, 0.2474]
}

=====

{
  "formula": "C4H6N2O",
  "method": "wB97M-V/def2-TZVPD",
  "symbols": ["N", "C", "C", "O", "C", "C", "N", "H", "H", "H", "H", "H", "H"],
  "coordinates": [[-0.2011, -1.5294, 1.3627], [0.0507, -0.4581, 0.4883], [-0.8263, 0.4012, -0.1252], [-2.1931, 0.1993, -0.0640], [-0.1059, 1.2728, -0.9874], [1.2084, 0.9226, -0.8425], [1.2953, -0.1215, 0.0508], [-1.1945, -1.7402, 1.3001], [-0.0272, -1.2503, 2.3252], [-1.6978, -0.4022, -0.8298], [-0.5135, 2.0486, -1.6230], [2.0915, 1.3258, -1.3082], [2.1135, -0.6685, 0.2531]],
  "forces_ev_per_angstrom": [[-0.1, 0.1, 0.1], [0.1, 0.5, 0.1], [1.8, 1.1, 1.2], [1.0, -1.8, -2.6], [0.2, 0.1, 0.1], [0.3, -0.1, 0.0], [0.3, 0.0, -0.1], [0.1, -0.1, 0.1], [0.0, -0.1, -0.1], [-3.9, 0.3, 1.0], [0.1, -0.2, 0.2], [0.0, 0.0, 0.0], [0.0, 0.1, 0.0]],
  "de_lowest_kcal_mol": 61.4,
  "multiplicity": 1,
  "orbital_gap_ha": 0.3165
}

=====

{
  "formula": "C44H26F8N2NaO5SSb",
  "method": "wB97M-V/def2-TZVPD",
  "symbols": ["Na", "O", "C", "O", "C", "C", "C", "C", "C", "C", "N", "C", "C", "C", "C", "C", "C", "N", "H", "H", "H", "H", "H", "H", "H", "H", "H", "H", "O", "C", "O", "C", "C", "C", "C", "C", "C", "S", "H", "H", "H", "H", "F", "C", "C", "C", "C", "C", "C", "Sb", "C", "C", "C", "C", "F", "C", "C", "C", "C", "C", "C", "F", "C", "C", "H", "H", "H", "H", "H", "H", "H", "H", "H", "H", "H", "H", "F", "C", "C", "F", "C", "F", "C", "O", "C", "F", "C", "F"],
  "coordinates": [[-2.1183, 0.6955, 0.7834], [4.3928, -2.9558, 0.1029], [4.5129, -2.0761, 1.1207], [5.5983, -1.8622, 1.5964], [3.2531, -1.4360, 1.5951], [2.0155, -2.0548, 1.4474], [0.8536, -1.3946, 1.8038], [0.9310, -0.1071, 2.3283], [2.1695, 0.5122, 2.4972], [3.3253, -0.1577, 2.1392], [-0.2918, 0.5430, 2.5837], [-0.4277, 1.3104, 3.5752], [-1.7132, 2.0019, 3.8254], [-1.7964, 2.9660, 4.8219], [-3.0022, 3.6207, 5.0167], [-4.0805, 3.2744, 4.2221], [-3.9040, 2.2878, 3.2578], [-2.7521, 1.6652, 3.0571], [3.5012, -2.9306, -0.2797], [1.9397, -3.0534, 1.0326], [-0.1253, -1.8303, 1.6387], [2.2149, 1.5413, 2.8300], [4.2920, 0.3208, 2.2244], [0.3774, 1.4976, 4.2954], [-0.9200, 3.2146, 5.4074], [-3.0910, 4.3988, 5.7645], [-5.0373, 3.7683, 4.3236], [-4.7206, 1.9937, 2.6078], [-3.9351, -0.6332, 0.0824], [-3.1438, -1.5973, 0.0283], [-2.0001, -1.6222, 0.5766], [-3.5412, -2.8644, -0.6943], [-4.2216, -3.8359, 0.0301], [-4.5582, -5.0597, -0.5326], [-4.1905, -5.3082, -1.8499], [-3.5128, -4.3440, -2.5776], [-3.1744, -3.0920, -2.0350], [-2.3590, -1.9036, -3.0319], [-4.4863, -3.6219, 1.0607], [-5.0896, -5.8057, 0.0474], [-4.4309, -6.2595, -2.3141], [-3.2253, -4.5382, -3.6041], [1.6005, 0.6465, -7.7531], [1.2692, 0.4050, -6.4520], [0.6915, -0.8024, -6.1246], [0.3594, -1.0409, -4.7956], [0.6096, -0.0905, -3.8071], [1.1945, 1.1160, -4.1873], [1.5271, 1.3787, -5.5116], [0.0959, -0.4282, -1.7276], [2.0179, 0.5290, -1.1607], [1.8694, 1.7696, -0.5356], [2.9662, 2.5635, -0.2048], [4.2254, 2.0873, -0.4892], [5.3090, 2.8457, -0.1603], [4.4329, 0.8612, -1.0878], [3.3200, 0.1003, -1.4255], [0.8222, -2.4576, -1.6968], [0.1219, -3.3983, -0.9373], [0.5317, -4.7235, -0.8786], [1.6540, -5.0994, -1.5896], [2.0657, -6.3954, -1.5355], [2.3643, -4.2127, -2.3696], [1.9278, -2.8890, -2.4246], [0.4976, -1.5360, -6.8966], [-0.1242, -1.9735, -4.5272], [1.4134, 1.8711, -3.4406], [1.9821, 2.3140, -5.8110], [0.8777, 2.1392, -0.2811], [2.8425, 3.5206, 0.2848], [5.4411, 0.5145, -1.2775], [3.4959, -0.8539, -1.9073], [-0.7607, -3.0858, -0.3873], [-0.0189, -5.4579, -0.3047], [3.2243, -4.5543, -2.9312], [2.4510, -2.2013, -3.0789], [-1.4683, 7.3416, 3.8215], [-1.3906, 6.2472, 3.0266], [-2.4897, 5.8115, 2.3053], [-3.6552, 6.4796, 2.4234], [-2.4153, 4.6974, 1.5004], [-3.5302, 4.3140, 0.8461], [-1.2401, 3.9031, 1.3535], [-1.1870, 2.8548, 0.6507], [-0.1418, 4.4146, 2.1041], [1.0348, 3.7456, 2.0609], [-0.2125, 5.5328, 2.9073], [0.8698, 5.9283, 3.6088]],
  "forces_ev_per_angstrom": [[0.0, 0.1, 0.0], [0.0, 0.0, 0.0], [0.0, -0.1, 0.1], [0.0, 0.0, 0.0], [0.0, 0.0, 0.0], [0.0, 0.0, 0.0], [0.0, 0.0, 0.0], [0.0, 0.0, 0.0], [0.0, 0.0, 0.0], [0.0, 0.0, 0.0], [0.0, 0.0, 0.0], [0.0, 0.0, 0.0], [0.0, 0.0, 0.0], [0.0, 0.0, 0.0], [0.0, 0.0, 0.0], [0.0, 0.0, 0.0], [0.0, 0.0, 0.0], [0.0, 0.0, 0.0], [0.0, 0.0, 0.0], [0.0, 0.0, 0.0], [0.0, 0.0, 0.0], [0.0, 0.0, 0.0], [0.0, 0.0, 0.0], [0.0, 0.0, 0.0], [0.0, 0.0, 0.0], [0.0, 0.0, 0.0], [0.0, 0.0, 0.0], [0.0, 0.0, 0.0], [0.0, 0.0, 0.0], [0.0, 0.0, 0.0], [0.0, 0.0, 0.0], [0.0, 0.0, 0.0], [0.0, 0.0, 0.0], [0.0, 0.0, 0.0], [0.0, 0.0, 0.0], [0.0, 0.0, 0.0], [0.0, 0.0, 0.0], [0.0, 0.0, 0.0], [0.0, 0.0, 0.0], [0.0, 0.0, 0.0], [0.0, 0.0, 0.0], [0.0, 0.0, 0.0], [0.0, 0.0, 0.0], [0.0, 0.0, 0.0], [0.0, 0.0, 0.0], [0.0, 0.0, 0.0], [0.0, 0.0, 0.0], [0.0, 0.0, 0.0], [0.0, 0.0, 0.0], [0.0, 0.0, 0.0], [0.0, 0.0, 0.0], [0.0, 0.0, 0.0], [0.0, 0.0, 0.0], [0.0, 0.0, 0.0], [0.0, 0.0, 0.0], [0.0, 0.0, 0.0], [0.0, 0.0, 0.0], [0.0, 0.0, 0.0], [0.0, 0.0, 0.0], [0.0, 0.0, 0.0], [0.0, 0.0, 0.0], [0.0, 0.0, 0.0], [0.0, 0.0, 0.0], [0.0, 0.0, 0.0], [0.0, 0.0, 0.0], [0.0, 0.0, 0.0], [0.0, 0.0, 0.0], [0.0, 0.0, 0.0], [0.0, 0.0, 0.0], [0.0, 0.0, 0.0], [0.0, 0.0, 0.0], [0.0, 0.0, 0.0], [0.0, 0.0, 0.0], [0.0, 0.0, 0.0], [0.0, 0.0, 0.0], [0.0, 0.0, 0.0], [0.0, 0.0, 0.0], [0.0, 0.0, 0.0], [0.0, 0.0, 0.0], [0.0, 0.0, 0.0], [0.0, 0.0, 0.0], [0.0, 0.0, 0.0], [0.0, 0.1, 0.0], [0.0, -0.1, 0.0], [0.0, 0.0, 0.0], [0.0, 0.0, 0.0], [0.0, 0.0, 0.0], [0.0, 0.0, 0.0]],
  "total_charge": -2,
  "de_lowest_kcal_mol": 0.0,
  "multiplicity": 1,
  "orbital_gap_ha": 0.1881
}

=====

{
  "formula": "C4H6LiLuO",
  "method": "wB97M-V/def2-TZVPD",
  "symbols": ["C", "C", "H", "H", "H", "H", "Li", "O", "C", "C", "Lu", "H", "H"],
  "coordinates": [[1.9770, 0.1676, 0.3833], [1.0357, -0.8104, 0.3304], [2.0245, 0.8885, 1.2052], [2.6655, 0.3335, -0.4519], [0.3657, -0.9905, 1.1777], [1.0418, -1.5486, -0.4765], [3.1300, -1.7092, 1.4098], [-2.6171, 1.1791, 0.2861], [-2.3956, 0.4785, -0.8142], [-1.2534, -0.0672, -1.2241], [-1.6942, 2.3446, 1.7716], [-0.9989, -0.6043, -2.1358], [-3.2810, 0.3384, -1.4618]],
  "forces_ev_per_angstrom": [[-0.7, -0.5, -0.3], [1.3, 0.3, 0.5], [0.1, -0.2, -0.1], [-0.2, 0.0, 0.3], [0.0, 0.0, -0.4], [-0.3, 0.3, 0.1], [0.3, -0.3, 0.0], [2.3, 3.2, 4.5], [0.2, -1.2, -1.9], [-0.9, 0.5, 0.1], [-2.5, -2.3, -3.3], [0.2, 0.1, 0.3], [0.2, 0.1, 0.3]],
  "total_charge": 3,
  "de_lowest_kcal_mol": 13.9,
  "multiplicity": 2,
  "orbital_gap_ha": [0.1706, 0.1605]
}

=====

Number 1: strongest force on any atom 4.76 eV/Å. Number 2: strongest force on any atom 9.12 eV/Å. Number 3: strongest force on any atom 2.40 eV/Å. Number 4: strongest force on any atom 4.09 eV/Å. Number 5: strongest force on any atom 0.15 eV/Å. Number 6: strongest force on any atom 5.95 eV/Å.